# 1
Density functional theory data (ωB97M-V/def2-TZVPD) for a 10-piece molecular cluster, C32H80O30S8 overall at a distorted geometry.

Last column: Löwdin charge in e.
Geometry (Å):
C (-1.011, -10.741, 25.720)  -0.045
C (-0.168, -10.997, 24.460)  -0.209
O (1.047, -11.678, 24.900)  -0.261
S (2.479, -11.164, 24.550)  0.551
C (3.117, -12.406, 23.559)  -0.129
O (2.337, -9.969, 23.803)  -0.266
O (3.305, -11.333, 25.732)  -0.283
H (-2.057, -10.509, 25.504)  0.078
H (-0.532, -9.937, 26.331)  0.097
H (-0.969, -11.637, 26.346)  0.075
H (-0.626, -11.662, 23.764)  0.099
H (0.144, -10.102, 23.997)  0.087
H (2.658, -12.305, 22.570)  0.076
H (2.952, -13.358, 24.107)  0.090
H (4.125, -12.273, 23.504)  0.038
C (-3.601, -21.109, 26.014)  -0.036
C (-4.024, -19.743, 25.480)  -0.141
O (-4.610, -19.941, 24.057)  -0.291
S (-5.275, -18.678, 23.385)  0.564
C (-3.948, -17.453, 23.250)  -0.096
O (-5.641, -19.187, 22.076)  -0.294
O (-6.249, -18.145, 24.262)  -0.276
H (-4.355, -21.841, 26.077)  0.074
H (-3.151, -20.982, 26.973)  0.081
H (-2.872, -21.494, 25.347)  0.043
H (-4.797, -19.282, 26.030)  0.092
H (-3.233, -19.007, 25.217)  0.118
H (-3.039, -17.920, 22.958)  0.050
H (-3.852, -16.944, 24.212)  0.033
H (-4.214, -16.729, 22.484)  0.041
C (-1.085, -19.707, 18.708)  -0.046
C (-1.747, -20.691, 19.681)  -0.185
O (-1.576, -20.038, 21.014)  -0.271
S (-0.659, -20.824, 22.012)  0.534
C (-1.798, -22.002, 22.765)  -0.093
O (0.323, -21.626, 21.319)  -0.297
O (-0.156, -19.916, 22.971)  -0.268
H (-0.733, -20.296, 17.843)  0.096
H (-0.315, -19.180, 19.292)  0.082
H (-1.700, -18.926, 18.320)  0.033
H (-2.795, -20.865, 19.430)  0.130
H (-1.135, -21.568, 19.672)  0.089
H (-2.326, -22.532, 21.920)  0.095
H (-2.582, -21.351, 23.162)  0.043
H (-1.231, -22.682, 23.345)  0.062
C (-5.833, -13.423, 17.156)  -0.067
C (-5.186, -13.945, 18.454)  -0.222
O (-4.762, -15.366, 18.329)  -0.261
S (-4.852, -16.270, 19.643)  0.567
C (-6.403, -17.051, 19.402)  -0.090
O (-3.829, -17.233, 19.500)  -0.277
O (-4.808, -15.455, 20.859)  -0.308
H (-5.780, -12.311, 17.132)  0.088
H (-6.849, -13.680, 16.914)  0.050
H (-5.248, -13.719, 16.238)  0.093
H (-4.328, -13.337, 18.743)  0.099
H (-5.892, -13.862, 19.341)  0.104
H (-7.170, -16.382, 19.051)  0.060
H (-6.638, -17.650, 20.290)  0.071
H (-6.113, -17.697, 18.577)  0.077
C (5.019, -17.543, 22.121)  -0.071
C (4.300, -17.313, 20.843)  -0.182
O (4.823, -18.409, 19.940)  -0.278
S (4.368, -18.444, 18.426)  0.542
C (2.793, -19.201, 18.480)  -0.126
O (4.185, -17.107, 17.914)  -0.298
O (5.316, -19.310, 17.845)  -0.254
H (4.606, -16.849, 22.839)  0.074
H (6.057, -17.269, 22.113)  0.074
H (4.956, -18.596, 22.459)  0.104
H (3.257, -17.603, 21.021)  0.120
H (4.494, -16.479, 20.234)  0.093
H (2.677, -19.531, 17.418)  0.088
H (2.012, -18.512, 18.618)  0.029
H (2.817, -20.141, 19.093)  0.104
C (1.806, -15.885, 15.617)  -0.040
C (0.846, -14.791, 15.177)  -0.175
O (-0.164, -14.634, 16.269)  -0.261
S (-1.675, -15.013, 16.207)  0.547
C (-1.973, -16.550, 17.008)  -0.130
O (-2.407, -14.001, 16.894)  -0.273
O (-2.047, -15.235, 14.824)  -0.302
H (2.465, -16.169, 14.786)  0.103
H (1.166, -16.695, 15.982)  0.078
H (2.284, -15.572, 16.528)  0.023
H (1.187, -13.801, 14.965)  0.110
H (0.321, -15.087, 14.280)  0.102
H (-2.982, -16.848, 16.730)  0.079
H (-1.859, -16.351, 18.066)  0.050
H (-1.253, -17.301, 16.634)  0.077
C (-9.532, -14.545, 22.993)  -0.066
C (-8.694, -14.558, 21.726)  -0.278
O (-8.545, -13.249, 21.171)  -0.265
S (-9.037, -13.031, 19.686)  0.550
C (-8.354, -11.393, 19.490)  -0.108
O (-8.378, -14.007, 18.860)  -0.293
O (-10.437, -12.928, 19.578)  -0.249
H (-9.083, -13.758, 23.638)  0.089
H (-9.558, -15.555, 23.486)  0.101
H (-10.534, -14.203, 22.836)  0.065
H (-7.655, -14.936, 21.938)  0.130
H (-9.106, -15.269, 20.934)  0.134
H (-8.884, -10.689, 20.126)  0.073
H (-8.644, -11.108, 18.467)  0.080
H (-7.254, -11.436, 19.590)  0.078
C (-0.430, -11.757, 20.474)  -0.056
C (-1.223, -13.026, 20.704)  -0.139
O (-0.472, -14.232, 20.028)  -0.256
S (0.096, -15.304, 20.983)  0.530
C (-1.279, -16.159, 21.705)  -0.115
O (0.776, -16.200, 20.077)  -0.291
O (0.734, -14.698, 22.131)  -0.305
H (-0.599, -11.479, 19.367)  0.123
H (0.613, -11.918, 20.676)  0.062
H (-0.674, -10.944, 21.132)  0.067
H (-1.375, -13.336, 21.742)  0.100
H (-2.160, -12.896, 20.202)  0.101
H (-2.043, -16.228, 20.906)  0.059
H (-1.652, -15.515, 22.489)  0.041
H (-1.074, -17.192, 22.002)  0.069
C (3.029, -14.135, 18.260)  -0.047
C (3.815, -12.857, 17.969)  -0.138
O (3.839, -12.638, 16.484)  0.007
C (3.455, -11.435, 16.028)  -0.555
O (3.192, -10.454, 16.671)  0.120
O (3.530, -11.510, 14.640)  -0.027
C (3.262, -10.300, 13.989)  -0.088
H (3.638, -15.037, 18.127)  0.052
H (2.127, -14.052, 17.619)  0.077
H (2.689, -14.050, 19.295)  0.073
H (4.861, -12.799, 18.369)  0.136
H (3.341, -11.917, 18.230)  0.097
H (2.358, -9.765, 14.400)  0.110
H (2.954, -10.592, 12.969)  0.100
H (4.059, -9.606, 13.983)  0.077
C (0.673, -16.693, 24.728)  -0.046
C (0.413, -15.294, 25.198)  -0.191
O (-0.599, -15.255, 26.241)  0.079
C (-1.810, -15.223, 25.817)  -0.600
O (-2.184, -15.216, 24.657)  0.085
O (-2.615, -15.134, 26.927)  0.005
C (-4.016, -15.224, 26.541)  -0.014
H (1.401, -16.645, 23.937)  0.073
H (-0.253, -17.210, 24.399)  0.078
H (1.065, -17.259, 25.586)  0.094
H (0.245, -14.504, 24.452)  0.107
H (1.291, -15.019, 25.691)  0.103
H (-4.053, -16.077, 25.864)  0.062
H (-4.392, -14.338, 26.035)  0.103
H (-4.613, -15.449, 27.380)  0.080

Computed properties:
Largest force on an atom = 3.571 eV/Å
E_HOMO = -10.777 eV
SMILES = CCOS(C)(=O)=O.CCOS(C)(=O)=O.CCOS(C)(=O)=O.CCOS(C)(=O)=O.CCOS(C)(=O)=O.CCOS(C)(=O)=O.CCOS(C)(=O)=O.CCOS(C)(=O)=O.CCOC(=O)OC.CCOC(=O)OC
Molecular weight = 1201.5 Da
2S+1 = 1
Frontier orbital gap = 10.9 eV
LUMO energy = 0.0040 Eh

# 2
Density functional theory data (ωB97M-V/def2-TZVPD) for C32H81AgN2O28P5S as an isolated structure at a distorted geometry.

Last column: Mulliken spin population.
Geometry (Å):
Ag (-0.615, 0.368, 0.127)  0.490
S (-2.902, 1.651, 1.112)  -0.039
O (-1.828, 1.020, 1.866)  0.247
O (-4.183, 1.082, 1.362)  0.042
O (-3.114, 3.038, 1.423)  0.040
O (-2.490, 1.449, -0.273)  0.244
C (-5.568, -3.080, -0.578)  0.000
C (-4.731, -1.847, -0.907)  -0.003
O (-3.865, -2.138, -2.051)  0.000
P (-2.306, -2.448, -1.816)  -0.001
O (-1.470, -1.282, -1.498)  -0.008
O (-2.226, -3.602, -0.656)  -0.001
C (-1.053, -4.310, -0.449)  0.001
C (-1.375, -5.565, 0.395)  0.000
O (-1.880, -3.311, -3.131)  0.000
C (-2.771, -4.161, -3.714)  0.000
C (-3.065, -3.573, -5.064)  0.000
H (-4.915, -3.923, -0.353)  0.000
H (-6.233, -2.888, 0.265)  0.000
H (-6.294, -3.413, -1.320)  0.000
H (-5.411, -1.040, -1.181)  0.000
H (-4.148, -1.524, -0.045)  -0.002
H (-0.612, -4.624, -1.395)  0.000
H (-0.398, -3.614, 0.076)  -0.001
H (-1.997, -6.222, -0.212)  0.000
H (-0.469, -6.023, 0.791)  0.000
H (-1.922, -5.197, 1.263)  0.000
H (-2.303, -5.138, -3.840)  0.000
H (-3.660, -4.424, -3.142)  0.000
H (-3.807, -4.179, -5.584)  0.000
H (-3.555, -2.601, -5.008)  0.000
H (-2.139, -3.456, -5.626)  0.000
C (0.406, 5.519, 2.088)  -0.001
C (0.026, 4.178, 2.732)  0.001
O (1.164, 3.410, 3.157)  0.000
P (1.965, 2.509, 2.071)  0.002
O (1.065, 1.635, 1.269)  -0.008
O (2.884, 3.579, 1.225)  0.000
C (3.866, 3.246, 0.347)  0.000
C (3.358, 3.528, -1.050)  0.000
O (3.048, 1.738, 2.955)  -0.001
C (4.063, 2.434, 3.641)  0.000
C (4.564, 1.534, 4.687)  0.000
H (-0.444, 6.132, 1.791)  0.000
H (0.930, 6.143, 2.812)  0.000
H (1.201, 5.323, 1.368)  0.000
H (-0.582, 4.274, 3.632)  0.000
H (-0.686, 3.580, 2.164)  -0.008
H (4.807, 3.760, 0.542)  0.000
H (4.058, 2.182, 0.482)  0.000
H (2.570, 2.831, -1.337)  0.000
H (2.929, 4.527, -0.985)  0.000
H (4.190, 3.594, -1.752)  0.000
H (4.936, 2.725, 3.057)  0.000
H (3.600, 3.319, 4.079)  0.000
H (5.143, 2.022, 5.471)  0.000
H (3.802, 1.105, 5.338)  0.000
H (5.168, 0.695, 4.340)  0.000
C (-3.786, -3.029, 3.343)  0.000
C (-2.936, -1.769, 3.167)  0.002
O (-1.632, -1.872, 3.729)  0.001
P (-0.262, -2.055, 2.836)  -0.003
O (-0.287, -1.381, 1.495)  0.007
O (0.905, -1.474, 3.826)  0.000
C (0.738, -0.198, 4.472)  0.000
C (1.126, -0.446, 5.981)  0.000
O (0.020, -3.617, 2.786)  0.001
C (0.112, -4.232, 4.058)  0.000
C (1.323, -5.228, 4.038)  0.000
H (-4.789, -2.974, 2.919)  0.000
H (-3.361, -3.837, 2.749)  0.000
H (-3.776, -3.325, 4.392)  0.000
H (-2.902, -1.464, 2.121)  -0.008
H (-3.380, -0.891, 3.636)  0.002
H (1.309, 0.545, 3.914)  0.000
H (-0.282, 0.182, 4.523)  0.002
H (0.273, -0.888, 6.494)  0.000
H (1.872, -1.218, 6.173)  0.000
H (1.336, 0.469, 6.534)  0.000
H (0.205, -3.555, 4.907)  0.000
H (-0.768, -4.857, 4.211)  0.000
H (2.317, -4.790, 4.126)  0.000
H (1.390, -6.002, 4.803)  0.000
H (1.213, -5.738, 3.081)  0.000
C (3.837, -2.593, 1.226)  0.000
C (3.815, -1.077, 1.278)  0.001
O (3.927, -0.358, 0.077)  0.001
P (2.773, -0.567, -1.101)  -0.004
O (1.377, -0.327, -0.625)  0.001
O (3.119, 0.390, -2.413)  0.000
C (4.445, 0.752, -2.759)  0.000
C (5.370, -0.415, -2.927)  0.000
O (3.063, -2.087, -1.716)  0.000
C (2.093, -2.730, -2.385)  0.001
C (2.362, -2.474, -3.904)  0.000
H (3.982, -2.957, 2.243)  0.000
H (2.927, -2.980, 0.767)  0.000
H (4.710, -2.987, 0.706)  0.000
H (2.979, -0.691, 1.862)  -0.001
H (4.697, -0.775, 1.841)  0.000
H (4.384, 1.422, -3.616)  0.000
H (4.739, 1.448, -1.974)  0.000
H (5.042, -1.070, -3.734)  0.000
H (6.386, -0.121, -3.190)  0.000
H (5.464, -1.025, -2.028)  0.000
H (2.278, -3.775, -2.141)  0.000
H (1.052, -2.524, -2.138)  -0.001
H (1.611, -3.001, -4.492)  0.000
H (2.290, -1.396, -4.048)  0.000
H (3.357, -2.755, -4.250)  0.000
C (-0.234, 4.848, -1.391)  0.001
C (-1.455, 4.202, -2.081)  0.003
O (-1.184, 3.464, -3.285)  0.000
P (-0.141, 2.222, -3.115)  0.007
O (-0.246, 1.541, -1.775)  0.000
O (-0.369, 1.305, -4.382)  0.000
C (-1.580, 0.815, -4.800)  -0.001
C (-1.272, -0.452, -5.660)  0.000
O (1.246, 2.990, -3.351)  0.003
C (1.545, 3.838, -4.419)  0.000
C (3.042, 4.199, -4.626)  0.000
H (0.450, 4.075, -1.043)  0.000
H (0.355, 5.502, -2.035)  0.000
H (-0.573, 5.411, -0.521)  0.000
H (-1.955, 3.603, -1.320)  -0.008
H (-2.241, 4.882, -2.408)  0.000
H (-2.080, 0.531, -3.874)  0.001
H (-2.080, 1.632, -5.320)  0.000
H (-0.832, -1.258, -5.072)  0.000
H (-2.093, -1.059, -6.044)  0.000
H (-0.722, -0.160, -6.555)  0.000
H (1.188, 3.436, -5.367)  0.000
H (0.971, 4.758, -4.313)  0.000
H (3.232, 4.666, -5.593)  0.000
H (3.331, 4.886, -3.831)  0.000
H (3.686, 3.326, -4.729)  0.000
C (-4.752, 1.304, -2.725)  -0.003
N (-5.781, 1.813, -3.713)  0.000
O (-6.123, 2.979, -3.676)  0.000
O (-6.265, 1.035, -4.520)  0.000
H (-5.188, 0.833, -1.844)  0.000
H (-4.088, 2.136, -2.491)  0.000
H (-4.098, 0.504, -3.071)  0.002
C (-2.419, 1.986, 4.922)  0.002
N (-2.155, 2.041, 6.410)  0.000
O (-2.823, 2.851, 7.110)  0.000
O (-1.530, 1.133, 6.929)  0.000
H (-3.379, 2.493, 4.833)  0.000
H (-2.538, 0.970, 4.545)  -0.001
H (-1.631, 2.485, 4.359)  0.000

Computed properties:
Largest force on an atom = 5.987 eV/Å
Energy above the lowest of the compared OMol25 structures with the same formula, charge and spin = 0.0 kcal/mol
E_HOMO (spin up / spin down) = -8.074 / -8.003 eV
Molecular weight = 1236.8 Da
2S+1 = 2
Frontier orbital gap (spin up / spin down) = 8.4 / 6.4 eV
Expectation value of S² = 0.755
LUMO energy (spin up / spin down) = 0.0129 / -0.0572 Eh

> Which of these has the lowest largest force on an atom?

C32H80O30S8